# 1
DFT (ωB97M-V/def2-TZVPD) results for a cluster of 3 separate species, C24H50IN3O3 in total.

## Properties
E_HOMO (spin up / spin down), eV: -7.581 / -8.811

```
! RIJCOSX wB97M-V def2-TZVPD def2/J DEFGRID3
* xyz 0 3
I -7.1462 -0.3888 -0.2148
O -0.0223 -1.4079 1.7737
O 4.7295 -0.5255 -1.0988
O -7.0681 3.6307 2.2754
N -0.2919 -1.2153 0.5398
N -4.4946 2.3321 1.5207
N 5.9179 -0.9226 -1.3446
C -2.4068 0.0383 0.5205
C -9.2820 2.9010 1.8652
C 1.8938 -0.1213 0.5349
C -2.3554 -2.3797 1.1363
C -8.3702 4.0972 2.0014
C 6.8074 -0.8922 -0.1381
C 0.4995 -0.0986 -0.0693
C 5.9546 -2.1283 -2.2334
C 4.8385 -1.9875 -3.2587
C 5.7223 -3.3699 -1.3711
C -8.1210 0.7621 1.3004
C 6.4144 0.3183 0.6973
C -0.2018 1.2219 0.2538
C -5.9926 4.3487 1.7054
C -1.7541 -1.3140 0.2313
C 6.5775 -2.1717 0.6698
C -2.0007 -1.7431 -1.2294
C 8.2908 -0.7406 -0.5283
C -5.1189 3.4538 0.8454
C 0.6644 -0.2722 -1.5854
C -1.6840 1.2212 -0.1177
C -8.8106 1.9817 0.7264
C 7.2773 -2.2344 -3.0034
C 6.6568 -3.4475 -0.1658
H -1.8680 -3.3434 0.9819
H 1.0459 -1.2673 -1.8178
H -4.2594 2.5409 2.4784
H 7.0782 0.3736 1.5603
H -2.2672 -2.1173 2.1871
H -2.9218 -2.3219 -1.2892
H -8.0886 2.5295 0.1165
H -5.7154 3.0641 0.0179
H 3.8569 -1.9865 -2.7923
H -5.0653 1.5040 1.4879
H -1.1928 -2.3757 -1.5957
H 5.5893 -2.1168 1.1368
H 7.5002 -1.2977 -3.5152
H 1.3930 0.4547 -1.9436
H -2.1133 -0.9005 -1.9090
H -8.8082 0.0986 1.8139
H -2.1508 2.1438 0.2310
H 1.8821 0.0755 1.6044
H -9.2559 2.3563 2.8110
H 8.8041 -1.6940 -0.6394
H 5.8356 -4.2541 -2.0023
H -7.3271 1.0809 1.9708
H -3.4441 0.0083 0.1790
H -3.4136 -2.4821 0.8933
H -10.3007 3.2490 1.7001
H 8.1291 -2.4954 -2.3829
H 2.3728 -1.0868 0.3696
H -9.6286 1.7014 0.0656
H -8.3838 4.6690 1.0677
H 7.1826 -3.0153 -3.7578
H -2.4395 0.1962 1.6029
H 5.3903 0.2512 1.0544
H -0.1048 1.4151 1.3266
H -0.2498 -0.1148 -2.1501
H -5.3923 4.7824 2.5128
H -1.8045 1.2070 -1.2049
H 6.3751 -4.2999 0.4544
H 4.8914 -2.8277 -3.9517
H 8.3979 -0.1813 -1.4569
H 4.6866 -3.3612 -1.0175
H 2.5052 0.6392 0.0499
H 4.9473 -1.0631 -3.8268
H 6.5174 1.2389 0.1212
H -6.3571 5.1785 1.0941
H 0.3247 2.0270 -0.2639
H 7.3102 -2.1996 1.4798
H -8.7200 4.7624 2.7978
H 7.6844 -3.6342 -0.4895
H -4.3551 4.0984 0.4001
H 8.8179 -0.1875 0.2479
*
```

Atom charges from the Mulliken analysis, given in e for atoms 1 to 2:
1. I -0.030
2. O -0.650


# 2
DFT (ωB97M-V/def2-TZVPD) results for a structure of composition C6H14.

## Properties
Energy relative to the best compared isomer or geometry (same formula, charge and spin), eV: 3.213
E_HOMO, eV: -8.415

```
! RIJCOSX wB97M-V def2-TZVPD def2/J DEFGRID3
* xyz 0 1
C -1.2127 -0.8021 -0.1431
C -0.0551 1.5120 -0.1742
C 2.6039 0.0806 -0.3234
C -2.5006 -0.2547 0.4451
C 1.2966 -0.6524 -0.0451
C -0.0258 0.0650 0.2007
H -2.7916 0.6831 -0.0391
H -3.3151 -0.9683 0.3139
H 3.4136 -0.6470 -0.4574
H -0.1685 1.6534 -1.2533
H 2.8666 0.6826 0.5543
H -1.2950 -0.9032 -1.2350
H 0.8673 2.0090 0.1449
H -0.8933 1.9556 0.3591
H 2.6287 0.7492 -1.1963
H 1.0067 -0.5569 1.0542
H -2.3727 -0.0588 1.5169
H -0.1197 0.1645 1.5883
H 1.2471 -1.7037 -0.3481
H -1.0169 -1.8149 0.2389
*
```

Atom charges from the Mulliken analysis, given in e for atoms 1 to 2:
1. C -0.555
2. C -1.659


Summary of energy in eV
-44409.25455, -6446.19538
(order as listed above)